# 1
ORCA calculation (ωB97M-V/def2-TZVPD) on 8 unconnected molecules or ions with the total composition C35H41FN8O5S in a non-equilibrium geometry.

Its calculated total energy is -72667.6251 eV. Its structure (SMILES) is CC(C)=NC1=C(S(=O)(=O)F)C(=O)OC1=O.c1cc[nH]c1.c1cc[nH]c1.c1cc[nH]c1.c1cc[nH]c1.c1cc[nH]c1.c1cc[nH]c1.c1cc[nH]c1. Its orbital gap is 0.2458 Eh. The LUMO energy is -1.229 eV.

```
91
Properties=species:S:1:pos:R:3:forces:R:3
C 4.88573 8.02588 -0.91650 -0.30 -0.12 -0.21
C 4.34109 8.24111 -2.28823 -0.07 0.48 -0.33
C 5.13365 7.77321 -3.45652 -0.14 0.49 -0.46
N 3.23709 8.88463 -2.49084 -0.13 -1.65 0.18
C 2.03762 8.60578 -2.01692 -0.11 0.95 0.25
C 1.36565 7.44141 -1.78343 -0.02 -0.44 0.14
S 2.00948 5.86778 -2.03909 1.04 -0.22 0.14
O 2.28405 5.63973 -3.41683 -0.26 0.16 -0.09
O 3.04222 5.57321 -1.09836 -0.22 0.06 0.01
F 0.79707 4.98099 -1.66252 -0.17 0.18 0.17
C 0.01231 7.74843 -1.30485 0.24 -0.02 -0.62
O -0.78100 7.10341 -0.71489 -0.28 0.02 -0.17
O -0.20810 9.09943 -1.66685 -0.24 0.21 1.11
C 1.02206 9.68797 -1.65097 0.35 -0.41 -0.52
O 1.25765 10.79515 -1.32073 -0.06 0.56 -0.18
H 5.74495 7.36555 -0.95176 0.05 -0.03 0.14
H 4.10276 7.59677 -0.29273 0.09 0.07 0.18
H 5.17193 9.00265 -0.52670 0.03 0.00 0.11
H 5.48429 6.75967 -3.27482 0.14 0.01 0.13
H 5.98156 8.43397 -3.65107 0.18 -0.12 0.19
H 4.51405 7.78143 -4.34941 -0.05 -0.01 0.00
C -1.23579 0.51723 -2.96107 0.00 -0.05 0.06
C -0.74088 1.64231 -2.24248 0.05 -0.10 0.08
C -0.34960 2.57257 -3.16540 0.01 -0.08 -0.14
N -0.58742 2.05331 -4.40815 0.04 -0.11 0.05
C -1.13585 0.80218 -4.29639 0.31 0.00 0.13
H -1.62379 -0.39760 -2.54314 -0.07 0.01 -0.03
H -0.67960 1.75392 -1.17186 -0.07 0.03 0.01
H 0.07392 3.55072 -3.04682 -0.05 -0.06 -0.08
H -0.38920 2.52562 -5.27081 0.04 0.02 0.01
H -1.39957 0.22489 -5.16498 0.00 -0.03 0.01
C 0.49388 -2.33486 1.66775 0.08 0.00 0.06
C -0.45637 -2.95187 0.81531 -0.08 -0.07 0.00
C -0.41264 -2.29789 -0.38675 0.08 0.06 -0.12
N 0.52472 -1.30271 -0.28915 0.04 0.00 0.00
C 1.08524 -1.32229 0.95732 -0.03 0.03 -0.05
H 0.71499 -2.60779 2.68627 -0.02 0.03 0.02
H -1.09841 -3.78193 1.05903 -0.04 0.02 -0.01
H -0.96503 -2.45200 -1.29871 0.03 -0.06 -0.01
H 0.76318 -0.65694 -1.02289 -0.03 0.00 -0.02
H 1.85128 -0.61719 1.23121 -0.01 0.01 0.01
C -5.07430 0.10165 0.89267 -0.01 0.00 0.01
C -4.37053 0.01589 2.12499 -0.01 0.00 0.00
C -3.08247 -0.34966 1.83411 0.03 -0.03 0.01
N -2.98268 -0.49001 0.47891 -0.08 0.14 -0.04
C -4.18850 -0.21374 -0.10356 0.04 -0.02 -0.01
H -6.10930 0.36559 0.75451 -0.01 0.00 0.00
H -4.76466 0.20169 3.11001 0.00 0.01 0.00
H -2.23171 -0.52248 2.47101 0.00 -0.02 0.00
H -2.14697 -0.75884 -0.01010 0.00 -0.05 0.10
H -4.31338 -0.26457 -1.17193 -0.01 0.02 0.00
C -5.43338 2.73352 -7.12711 -0.01 0.01 0.02
C -4.71796 2.65415 -5.90077 -0.02 0.01 0.00
C -3.42899 2.30459 -6.19962 -0.10 0.05 -0.20
N -3.34012 2.16775 -7.56145 -0.03 0.04 0.04
C -4.55640 2.43021 -8.13256 0.04 -0.03 -0.01
H -6.47267 2.98511 -7.25457 -0.01 0.00 0.00
H -5.10595 2.83356 -4.91228 0.00 0.00 0.01
H -2.57734 2.14437 -5.56678 -0.21 0.06 -0.01
H -2.51220 1.91256 -8.06564 0.00 0.00 -0.02
H -4.69201 2.37804 -9.19899 -0.02 0.00 0.00
C 0.45138 -8.31981 2.06789 -0.01 -0.03 0.00
C 0.11817 -6.93806 2.09949 -0.03 0.02 0.04
C 0.69214 -6.35178 1.00331 0.07 0.03 -0.04
N 1.36204 -7.32392 0.31268 -0.05 -0.05 0.04
C 1.21710 -8.52662 0.95226 0.03 0.04 -0.02
H 0.16053 -9.07039 2.78383 -0.01 0.01 0.02
H -0.47515 -6.43493 2.84533 0.00 -0.02 0.02
H 0.68238 -5.33090 0.66297 0.03 0.01 -0.02
H 1.88045 -7.17750 -0.53271 0.00 0.00 -0.01
H 1.67034 -9.42101 0.56096 0.00 -0.01 0.01
C 3.59594 -2.53156 6.83716 0.00 0.00 0.00
C 3.42865 -1.50009 5.87285 -0.01 -0.02 0.03
C 2.94184 -2.08420 4.73477 0.00 -0.04 -0.07
N 2.81258 -3.42574 4.97120 -0.04 0.03 0.01
C 3.20565 -3.70601 6.25080 0.00 -0.02 -0.02
H 3.96033 -2.42268 7.84465 0.00 0.00 0.01
H 3.64012 -0.45205 6.00179 0.00 0.01 0.00
H 2.67924 -1.66367 3.77942 0.02 0.02 0.00
H 2.48161 -4.10213 4.30696 0.01 -0.02 -0.01
H 3.17493 -4.71211 6.63195 0.01 0.00 0.01
C -1.14185 -8.99570 6.16891 0.01 0.00 0.00
C -0.32488 -7.89384 6.54334 0.01 -0.02 -0.01
C -0.92615 -6.76063 6.06656 -0.02 0.07 -0.06
N -2.07147 -7.13423 5.41696 0.04 -0.03 0.04
C -2.21157 -8.49379 5.47762 -0.02 0.02 -0.06
H -0.96400 -10.03590 6.38367 0.00 -0.01 0.01
H 0.59710 -7.93075 7.09860 0.00 0.00 0.01
H -0.63923 -5.72488 6.13200 0.01 0.00 0.02
H -2.71022 -6.50749 4.96424 -0.02 0.01 0.01
H -3.05576 -8.98487 5.02540 0.00 -0.02 0.00
```
Forces are in eV/Å.

Löwdin atomic charge list, values in e, 4 entries: atom 1 (C): 0.01, atom 2 (C): -0.31, atom 3 (C): 0.00, atom 4 (N): 0.22

=====

# 2
ORCA calculation (ωB97M-V/def2-TZVPD) on a molecular structure, C35H41LuN11OSe2 in a non-equilibrium geometry.

Its calculated total energy is -219692.2799 eV. As for the net charge: +3. Its orbital gap is 0.2595 Eh. The LUMO energy is -8.705 eV.

```
91
Properties=species:S:1:pos:R:3:forces:R:3
Lu 0.00109 0.33127 -0.85006 0.39 0.56 1.39
Se -0.18952 -2.39557 -1.66043 -0.30 -0.29 0.27
Se -2.40352 -1.91824 -0.88176 0.78 -0.18 0.06
C -2.41190 -3.22345 0.56277 -0.52 0.33 -0.72
C -3.69090 -3.46106 1.03515 -0.72 0.18 0.22
C -3.79799 -4.34178 2.09254 -0.68 -0.42 -0.02
C -2.67313 -5.00968 2.51485 0.90 -0.15 -0.29
C -1.45633 -4.74953 1.90387 0.88 -0.32 -0.45
N -1.31091 -3.83511 0.91797 -0.10 -0.11 0.53
C -0.56291 -1.30014 -3.19885 0.41 -1.31 0.07
C -0.41125 -1.79101 -4.46134 -0.50 0.55 -1.02
C -0.69863 -0.91585 -5.51401 0.37 -0.14 0.78
C -1.12915 0.36539 -5.25666 -0.08 -0.26 0.45
C -1.31286 0.71448 -3.93122 0.39 0.91 -0.28
N -0.95445 -0.07627 -2.91774 -0.83 0.66 -0.14
H -4.60597 -3.04908 0.58450 0.63 0.06 0.19
H -4.76125 -4.61890 2.51974 0.14 0.24 -0.17
H -2.73354 -5.82146 3.20352 -0.05 -0.23 0.60
H -0.54271 -5.34576 2.12858 -0.84 0.57 -0.03
H -0.12898 -2.79834 -4.65281 0.24 -0.62 -0.02
H -0.55726 -1.18132 -6.52530 0.16 -0.60 -0.94
H -1.26392 1.02917 -6.08892 -0.35 0.43 0.01
H -1.65314 1.69836 -3.65004 -0.12 0.20 -0.02
N -3.42179 -1.44458 9.50434 0.62 -0.14 -1.49
C -2.96616 -1.49331 8.43752 -0.86 0.10 1.39
C -2.37294 -1.48525 7.12921 0.78 0.50 -0.13
C -3.13369 -1.57555 5.96098 0.16 -0.42 0.14
C -2.49549 -1.57290 4.72960 0.57 0.26 -0.52
C -1.09290 -1.41666 4.67549 -0.77 -0.27 0.02
C -0.32954 -1.30014 5.82306 -0.64 0.37 0.49
C -0.98474 -1.29772 7.06119 0.06 -0.76 -0.31
N -0.43768 -1.41338 3.38986 0.72 -0.11 -0.88
C 0.61833 -2.21672 2.95958 -0.85 0.87 0.36
C 0.93352 -1.85204 1.69964 -0.69 0.56 0.98
N 0.11101 -0.79047 1.33921 0.05 0.04 -1.10
C -0.68825 -0.58146 2.36103 -0.16 -0.30 0.67
H -4.19697 -1.74290 6.07016 -0.03 0.14 -0.26
H -3.04432 -1.67068 3.78002 0.16 -0.04 0.60
H 0.73290 -1.13190 5.76661 0.20 -0.12 0.01
H -0.41835 -1.28227 7.98871 -0.04 0.25 -0.21
H 1.02878 -2.92688 3.60613 0.49 -1.02 0.70
H 1.67655 -2.30481 1.09861 0.44 -0.13 -0.71
H -1.45273 0.15488 2.42575 -0.43 0.48 -0.08
N 3.77435 1.91384 -7.10922 -0.17 0.24 0.54
C 2.50265 1.97456 -6.68164 0.14 -0.88 0.01
O 1.53905 2.01650 -7.40977 -0.47 0.28 0.09
C 2.27053 1.78581 -5.19940 0.08 1.31 -0.21
C 1.72084 2.84747 -4.47832 -0.60 0.18 0.62
C 1.30785 2.61142 -3.15817 -0.07 -0.76 -0.20
N 1.45410 1.38546 -2.56911 -0.21 0.94 -0.48
C 2.11372 0.46211 -3.27385 -0.37 -0.79 0.89
C 2.52569 0.59790 -4.55583 0.71 -0.20 -1.05
H 3.88293 2.13095 -8.08244 0.47 -0.01 -0.33
H 4.53445 2.02542 -6.45512 0.07 0.05 -0.34
H 1.54578 3.81749 -4.97029 0.09 -0.54 0.41
H 0.77066 3.34437 -2.54728 0.30 -0.02 -0.40
H 2.28825 -0.50031 -2.81287 -0.06 -0.05 0.39
H 3.05785 -0.21257 -5.05403 -0.25 0.14 0.08
C -2.49975 4.60805 2.32877 1.19 0.10 -0.31
C -2.44084 3.53985 1.29521 -0.46 -0.52 0.62
C -3.51268 2.97489 0.66367 -0.71 0.36 -0.48
C -3.03058 2.04001 -0.22186 0.47 -0.90 -0.49
N -1.67951 1.94040 -0.11252 0.23 -0.26 0.20
N -1.36794 2.86667 0.85756 0.47 0.47 0.22
C -3.83615 1.25393 -1.21285 -0.31 0.09 0.34
H -2.20803 5.55576 1.83608 -0.30 -0.25 0.52
H -1.77959 4.38863 3.12949 -0.23 0.26 -0.10
H -3.50197 4.65977 2.74512 0.06 0.15 -0.07
H -4.53116 3.28216 0.76840 -0.31 0.06 0.04
H -0.43868 2.99659 1.23218 -0.04 -0.20 -0.41
H -4.43095 0.44430 -0.75689 0.25 0.40 0.09
H -3.20224 0.78775 -1.95394 0.04 0.05 -0.29
H -4.55482 1.93960 -1.67894 0.22 -0.26 -0.10
C 4.34088 -0.97993 -0.48323 0.11 -0.07 0.39
C 3.96189 0.43080 -0.02021 -0.14 -0.03 0.58
C 4.47054 1.52690 -0.93017 -0.72 -0.91 -1.30
C 4.52369 0.71568 1.38513 -0.06 -0.35 -0.33
N 2.40596 0.38083 0.04421 0.54 -0.13 -0.07
N 1.69674 1.64226 0.24416 0.61 -0.36 -0.16
H 5.38743 -1.06562 -0.75768 0.20 0.31 -0.06
H 3.75837 -1.22659 -1.35990 -0.13 -0.32 -0.20
H 4.22139 -1.75269 0.30232 -0.33 0.46 -0.33
H 5.54208 1.45132 -1.00197 0.39 -0.12 -0.18
H 4.27571 2.50448 -0.57277 -0.28 1.06 0.66
H 4.02025 1.47148 -1.93698 0.44 -0.11 0.29
H 5.61840 0.81873 1.32354 -0.43 0.08 0.11
H 4.30881 -0.09823 2.07466 -0.02 -0.15 0.08
H 4.09056 1.62370 1.79619 0.17 0.28 0.07
H 2.29145 -0.15078 0.90959 -0.45 0.20 -0.19
H 2.09153 2.29991 -0.43518 -0.06 -0.13 0.34
H 1.90407 1.96755 1.17510 -0.04 0.46 0.36
```
Forces are in eV/Å.

Löwdin atomic charge list, values in e, 4 entries: atom 1 (Lu): 1.52, atom 2 (Se): 0.79, atom 3 (Se): 0.81, atom 4 (C): -0.65